a.
{"formula": "CH3N2O4", "method": "wB97M-V/def2-TZVPD", "homo_energy_ev": [-3.1, -3.1], "total_charge": -1, "homo_lumo_gap_ev": [7.18, 7.18], "lumo_ev": [4.07, 4.07], "elements": ["C", "N", "N", "O", "O", "O", "O", "H", "H", "H"], "coordinates": [[-1.9764, 0.0519, -0.1324], [0.7086, -0.0653, 0.2738], [2.0301, -0.0579, -0.0592], [2.6000, 1.0120, -0.2971], [2.5256, -1.1929, 0.1395], [-1.8205, -1.1229, -0.4262], [0.0452, 1.0343, 0.0437], [-2.1570, 0.2498, 0.9936], [-2.0525, 1.0029, -0.7145], [0.0969, -0.9119, 0.1788]]}



b.
{"formula": "CH3N2O4", "method": "wB97M-V/def2-TZVPD", "homo_energy_ev": -3.7, "total_charge": -1, "homo_lumo_gap_ev": 7.54, "lumo_ev": 3.88, "elements": ["O", "N", "O", "N", "O", "C", "O", "H", "H", "H"], "coordinates": [[-3.3738, -0.7188, -1.0400], [-3.5939, -0.0532, 0.0050], [-4.6788, 0.4942, 0.3017], [-2.7088, 0.1791, 0.8747], [-1.3262, -0.0963, 0.7487], [-0.7593, -0.3907, -0.4848], [0.2629, -1.2954, -0.3256], [-1.6486, -0.8948, -1.0296], [-0.4465, 0.5335, -1.0416], [0.0368, -1.8266, 0.4298]]}



Name the most stable of them. b.



a.
{"formula": "C2H12N2O2", "method": "wB97M-V/def2-TZVPD", "homo_energy_ev": -9.8, "homo_lumo_gap_ev": 10.57, "lumo_ev": 0.72, "elements": ["N", "C", "C", "N", "H", "H", "H", "H", "H", "H", "H", "H", "O", "H", "H", "O", "H", "H"], "coordinates": [[2.1980, 0.0998, -0.3929], [0.7362, 0.0154, -0.3368], [0.0612, -0.7751, -1.4576], [-1.3941, -0.3719, -1.4454], [2.4217, 0.0158, -1.3805], [2.6814, -0.6739, 0.0492], [0.3773, 1.0515, -0.3718], [0.2920, -0.3292, 0.6025], [0.4315, -0.4599, -2.4371], [0.0853, -1.8420, -1.2498], [-1.4038, 0.6300, -1.2674], [-1.7440, -0.5216, -2.3798], [-0.3428, -1.2987, 2.7093], [-1.0054, -1.6843, 2.1116], [0.4173, -1.2902, 2.1480], [-1.1378, 2.6065, 2.0325], [-2.0242, 2.7094, 1.7194], [-0.6495, 2.1185, 1.3467]]}



b.
{"formula": "C2H12N2O2", "method": "wB97M-V/def2-TZVPD", "homo_energy_ev": -8.7, "homo_lumo_gap_ev": 9.08, "lumo_ev": 0.41, "elements": ["C", "N", "C", "N", "H", "H", "H", "H", "H", "H", "H", "H", "O", "H", "H", "O", "H", "H"], "coordinates": [[1.3900, 1.7223, 0.3433], [1.1071, 0.7804, -0.7289], [-0.2952, 0.4685, -0.9162], [-0.9281, -0.3978, 0.0938], [2.0321, 2.5386, 0.0185], [0.4850, 2.2415, 0.6823], [1.8330, 1.2683, 1.2345], [1.6217, -0.0683, -0.5476], [-0.3816, -0.0253, -1.8767], [-0.8289, 1.4164, -0.9311], [-0.7865, -1.3659, -0.1566], [-0.4777, -0.2484, 0.9885], [-3.8040, -0.6092, 0.5107], [-2.9252, -0.2944, 0.2102], [-4.1939, 0.1418, 0.9676], [1.8432, -2.2676, -0.1685], [1.6946, -3.2161, -0.1096], [2.6143, -2.0848, 0.3856]]}



c.
{"formula": "C2H12N2O2", "method": "wB97M-V/def2-TZVPD", "homo_energy_ev": -8.7, "homo_lumo_gap_ev": 9.12, "lumo_ev": 0.37, "elements": ["N", "C", "C", "N", "H", "H", "H", "H", "H", "H", "H", "H", "O", "H", "H", "O", "H", "H"], "coordinates": [[-0.5532, -1.8904, -0.1117], [0.7386, -1.7867, -0.7517], [1.3590, -0.4061, -0.6268], [0.4983, 0.5325, -1.3789], [-1.3106, -1.3149, -0.4336], [-0.5726, -1.8966, 0.8970], [0.5413, -1.8510, -1.8296], [1.3486, -2.6711, -0.5950], [1.5946, -0.0240, 0.3741], [2.3093, -0.3969, -1.1669], [0.9973, 1.3969, -1.5158], [-0.3896, 0.6366, -0.9247], [-2.2752, 0.5298, 1.2320], [-2.2355, 0.7039, 2.1728], [-3.1249, 0.9075, 0.9772], [0.4182, 2.8578, 1.3616], [1.0575, 2.1430, 1.3407], [-0.4012, 2.5296, 0.9792]]}



Name the most stable of them. b.



a.
{"formula": "CH5FN2P", "method": "wB97M-V/def2-TZVPD", "homo_energy_ev": [-14.3, -13.8], "total_charge": 1, "homo_lumo_gap_ev": [8.01, 7.16], "lumo_ev": [-6.27, -6.60], "elements": ["C", "N", "N", "F", "P", "H", "H", "H", "H", "H"], "coordinates": [[0.4629, -0.1724, -0.1879], [1.0621, 0.9630, 0.0265], [0.9981, -1.3452, 0.0503], [-2.4291, -0.1529, 0.8790], [-2.3774, 0.0970, -0.7393], [2.0528, 0.9724, 0.4159], [0.5924, 1.7920, 0.0915], [1.7577, -1.3560, 0.6325], [0.6977, -2.2113, -0.4620], [-2.8171, 1.4135, -0.7064]]}



b.
{"formula": "CH5FN2P", "method": "wB97M-V/def2-TZVPD", "homo_energy_ev": -15.5, "total_charge": 1, "homo_lumo_gap_ev": 11.14, "lumo_ev": -4.41, "elements": ["N", "C", "N", "P", "F", "H", "H", "H", "H", "H"], "coordinates": [[-0.8845, 0.2768, 1.1784], [-0.0864, 0.2352, 0.1880], [1.1905, 0.3005, 0.2488], [-0.7275, -0.1586, -1.6498], [0.8013, -0.6324, -2.0720], [-0.7454, 0.5102, 2.1273], [-1.7212, -0.0558, 0.7598], [1.7249, 0.4313, 1.0846], [1.6888, 0.4425, -0.6540], [-1.2404, -1.3498, -1.2110]]}



Name the most stable of them. b.



a.
{"formula": "C6H7N3O", "method": "wB97M-V/def2-TZVPD", "homo_energy_ev": -8.0, "homo_lumo_gap_ev": 9.00, "lumo_ev": 0.98, "elements": ["C", "O", "N", "C", "C", "N", "C", "C", "N", "C", "H", "H", "H", "H", "H", "H", "H"], "coordinates": [[-2.5443, 0.5393, 1.0246], [-1.3031, 0.3855, 1.7223], [-0.1464, 0.3846, 0.9919], [0.9177, 1.3353, 0.9584], [1.8196, 1.0044, 0.0304], [1.3052, -0.0672, -0.6268], [1.5919, -0.9734, -1.6247], [0.5344, -1.8366, -1.6078], [-0.3274, -1.6289, -0.5541], [0.1829, -0.5582, -0.0073], [-3.1464, 0.4683, 1.8565], [-2.8434, -0.4309, 0.3679], [-2.6916, 1.4675, 0.4769], [1.0643, 2.0292, 1.7570], [2.8189, 1.4462, -0.1596], [2.4337, -0.8876, -2.2389], [0.3340, -2.6776, -2.3667]]}



b.
{"formula": "C6H7N3O", "method": "wB97M-V/def2-TZVPD", "homo_energy_ev": -10.3, "homo_lumo_gap_ev": 9.54, "lumo_ev": -0.75, "elements": ["C", "C", "C", "N", "C", "C", "N", "C", "N", "H", "H", "H", "H", "H", "O", "H", "H"], "coordinates": [[-0.0212, -2.3962, 1.6909], [-0.0253, -1.0211, 1.1025], [0.6021, -0.7363, -0.1272], [0.7369, 0.5107, -0.5519], [-0.0422, 1.4400, 0.0163], [-0.4878, 2.5328, -0.8371], [-1.1317, 3.1397, -1.5995], [-0.6821, 1.1707, 1.2301], [-0.6143, -0.0363, 1.7843], [0.4068, -3.1304, 0.9988], [0.5625, -2.4000, 2.6229], [-1.0465, -2.6987, 1.9442], [0.8223, -1.5391, -0.8346], [-1.2160, 1.9608, 1.7617], [1.0079, 1.1582, -3.2808], [1.0960, 0.6981, -2.4242], [0.0327, 1.3470, -3.4962]]}



c.
{"formula": "C6H7N3O", "method": "wB97M-V/def2-TZVPD", "homo_energy_ev": -9.0, "homo_lumo_gap_ev": 9.57, "lumo_ev": 0.54, "elements": ["N", "C", "O", "N", "C", "C", "C", "C", "C", "N", "H", "H", "H", "H", "H", "H", "H"], "coordinates": [[-3.0671, 0.2557, -1.6158], [-1.8598, -0.4350, -1.2864], [-1.6698, -1.4756, -1.7463], [-1.1832, 0.3744, -0.4446], [0.0656, 0.0633, 0.1152], [0.6878, 1.0681, 0.9076], [1.9780, 0.7663, 1.4590], [2.5058, -0.5618, 1.2175], [1.7964, -1.3595, 0.4555], [0.6574, -1.1417, -0.1246], [-2.8011, 1.1545, -1.7671], [-3.6053, -0.2727, -2.5037], [-1.8336, 1.1774, 0.1624], [0.1694, 2.1600, 1.0849], [2.6724, 1.6501, 2.0446], [3.3061, -0.8914, 1.8185], [2.1810, -2.5322, 0.2234]]}



Name the most stable of them. b.



a.
{"formula": "H16O8Pb", "method": "wB97M-V/def2-TZVPD", "homo_energy_ev": -16.5, "total_charge": 2, "homo_lumo_gap_ev": 10.13, "lumo_ev": -6.35, "elements": ["Pb", "O", "H", "H", "O", "H", "H", "O", "H", "H", "O", "H", "H", "O", "H", "H", "O", "H", "H", "O", "H", "H", "O", "H", "H"], "coordinates": [[-0.0179, -0.2541, 0.1408], [-1.5639, 1.3349, 0.8938], [-2.2709, 1.1349, 1.5048], [-1.9019, 2.1439, 0.6048], [-2.0199, -1.4141, -0.2702], [-2.6549, -1.5901, 0.4278], [-2.5429, -1.5431, -1.0732], [1.1531, 1.5489, 1.4208], [0.8991, 2.3909, 0.9918], [2.0611, 1.7469, 1.6418], [1.3581, 1.0029, -1.3102], [1.6911, 0.7359, -2.1782], [1.8361, 1.7919, -1.1162], [-1.2429, 0.6749, -2.1562], [-2.0069, 1.2599, -2.0742], [-0.5069, 1.2379, -2.4352], [-0.3039, -0.6431, 2.5488], [0.5631, -0.4971, 2.9468], [-0.9379, -0.5051, 3.2388], [1.9491, -1.4581, 0.7978], [2.3771, -2.0831, 0.2188], [2.5531, -1.4831, 1.5488], [0.4951, -1.7661, -1.7012], [-0.2499, -1.9361, -2.2862], [1.2851, -1.8311, -2.3252]]}



b.
{"formula": "H16O8Pb", "method": "wB97M-V/def2-TZVPD", "homo_energy_ev": -11.9, "total_charge": 2, "homo_lumo_gap_ev": 5.06, "lumo_ev": -6.81, "elements": ["Pb", "O", "H", "H", "O", "H", "H", "O", "H", "H", "O", "H", "H", "O", "H", "H", "O", "H", "H", "O", "H", "H", "O", "H", "H"], "coordinates": [[0.0604, -0.0869, 0.1933], [-1.2283, -1.3671, 0.4850], [-1.6929, -1.6341, 1.2782], [-1.7769, -1.6840, -0.2326], [0.2909, 1.8508, 0.8866], [-0.2442, 2.4183, 1.4415], [1.1906, 2.0227, 1.1644], [-1.7318, 1.0264, 0.0391], [-2.5874, 0.7224, 0.3420], [-1.9306, 1.7514, -0.5533], [0.4278, -0.1973, 2.1467], [-0.0190, 0.2601, 2.8591], [1.0496, -0.7770, 2.5865], [0.8624, -1.7403, -0.5099], [1.2919, -2.4032, 0.0307], [0.9542, -2.0649, -1.4057], [0.5614, 0.9115, -1.5043], [-0.0850, 1.1535, -2.1676], [1.4029, 1.1579, -1.8882], [1.9578, 0.1029, 0.0136], [2.4996, -0.5781, 0.4123], [2.5778, 0.7891, -0.2331], [-1.0599, -0.4189, -1.4954], [-1.4766, -1.2745, -1.5984], [-1.2947, 0.0595, -2.2906]]}



Name the most stable of them. a.



a.
{"formula": "H41O20", "method": "wB97M-V/def2-TZVPD", "homo_energy_ev": -13.3, "total_charge": 1, "homo_lumo_gap_ev": 10.50, "lumo_ev": -2.77, "elements": ["O", "H", "O", "H", "H", "O", "H", "H", "O", "H", "H", "O", "H", "H", "O", "H", "H", "O", "H", "H", "O", "H", "H", "O", "H", "H", "O", "H", "H", "O", "H", "H", "O", "H", "H", "O", "H", "H", "O", "H", "H", "O", "H", "H", "O", "H", "H", "O", "H", "H", "O", "H", "H", "O", "H", "H", "O", "H", "H", "H", "H"], "coordinates": [[4.3037, -0.9506, 3.4919], [-0.7293, -3.5464, -2.7166], [-2.4020, -1.3846, -1.5880], [-2.4054, -0.7640, -2.2922], [-1.4403, -1.8158, -1.7801], [-2.7607, -1.7101, 1.1496], [-3.0699, -2.6252, 0.9409], [-3.3505, -1.2175, 0.3936], [-1.2885, -5.2898, 0.7792], [-1.8513, -5.3667, 0.0094], [3.0282, 2.9345, 0.5971], [0.9591, 2.2156, 0.7316], [-3.5503, 3.0362, -1.5891], [-0.5136, -6.0136, 0.7508], [-2.8622, 2.9834, -2.1857], [2.1830, 1.4684, -0.2478], [-2.7929, 3.1468, -3.0259], [2.6215, 0.5419, -0.4439], [3.4293, 1.0117, -0.0956], [-4.2998, -3.1485, -0.9599], [2.3538, 3.2789, -3.0286], [1.6103, 2.7487, -2.9971], [2.9855, 3.0988, -3.6269], [-1.8774, 3.4269, 0.7783], [-1.8841, 4.2279, 1.2786], [0.7623, 2.1810, 1.6825], [0.4156, 5.3905, 0.5059], [-0.2929, 5.7225, -0.1447], [1.0337, 4.7945, 0.0818], [-0.2105, 2.9888, -1.4424], [-0.0145, 3.9230, -1.5244], [2.3794, -0.9479, 0.4107], [2.8574, -4.0082, -2.9297], [2.2695, -4.2111, -3.4906], [2.9113, -3.0838, -2.8458], [-0.2998, -0.1042, 0.4281], [-0.6255, 0.7262, 0.5205], [-1.0053, -0.7881, 0.6224], [-0.7392, -4.0403, -1.8108], [4.8042, -0.0791, 4.0934], [0.1937, -3.8827, -1.5276], [3.6885, 3.2107, 1.1761], [-1.2045, 2.9230, -1.3413], [4.8276, -1.5046, 3.0806], [1.7484, -1.9190, 0.1267], [1.5435, -2.3373, 1.0307], [0.9526, -1.3452, 0.3110], [-4.6968, 1.7302, 0.6347], [-4.8402, 2.1662, 1.4526], [-4.5629, 0.8202, 0.9167], [-4.4781, -3.9551, -0.4178], [3.4591, 3.0914, 2.0961], [-3.8060, -4.5729, -0.9839], [0.8293, -2.1492, 2.5297], [-0.0354, -2.6225, 2.9130], [1.4761, -2.9442, 2.7314], [2.3735, -0.4605, 1.7116], [3.0356, -0.5146, 2.4090], [1.4744, -0.4417, 1.7505], [0.1790, 2.6714, 0.4002], [-2.7997, 3.2855, 0.5199]]}



b.
{"formula": "H41O20", "method": "wB97M-V/def2-TZVPD", "homo_energy_ev": -13.3, "total_charge": 1, "homo_lumo_gap_ev": 10.48, "lumo_ev": -2.78, "elements": ["O", "H", "O", "H", "H", "O", "H", "H", "O", "H", "H", "O", "H", "H", "O", "H", "H", "O", "H", "H", "O", "H", "H", "O", "H", "H", "O", "H", "H", "O", "H", "H", "O", "H", "H", "O", "H", "H", "O", "H", "H", "O", "H", "H", "O", "H", "H", "O", "H", "H", "O", "H", "H", "O", "H", "H", "O", "H", "H", "H", "H"], "coordinates": [[-0.0842, -0.8866, -1.1071], [1.0782, -1.1958, -1.2861], [3.9969, 0.8970, 0.8742], [4.2372, -0.1138, 0.9803], [4.8390, 1.2027, 1.2179], [0.7898, 0.5433, 3.6641], [1.1187, 0.6929, 4.5605], [-0.1870, 0.7051, 3.8031], [-0.7057, 1.9634, -5.2753], [-1.4994, 1.9136, -4.7575], [-0.1438, 2.1924, -4.5521], [0.4930, 2.1870, -1.8601], [1.2379, 0.2105, 2.1305], [0.8324, 2.3908, -1.0387], [1.1652, 0.2099, 1.1674], [2.0670, 3.6954, 0.7779], [1.9323, 0.7943, 0.9677], [1.7759, 4.3963, 1.4910], [1.7290, 5.1314, 0.8776], [0.1986, 4.7709, 0.8492], [2.5488, 0.8103, -3.2835], [2.3726, 1.1445, -4.1368], [2.1172, 0.9732, -2.4793], [-4.6307, -2.3177, -1.0112], [-5.0618, -2.8926, -1.6521], [0.3159, 2.9014, -2.4441], [-0.0088, -2.5304, 0.8447], [0.0926, -2.8479, 1.7695], [-0.2331, -3.2518, 0.2450], [2.1114, -1.9631, -1.2648], [2.3815, -2.2537, -0.2544], [-0.0285, -0.9125, -0.1279], [-2.4504, -5.2392, 2.4661], [-3.1150, -4.7317, 1.9493], [-1.7336, -4.8345, 2.8784], [-2.6509, -0.0822, 3.7651], [-3.2978, 0.5953, 3.6036], [-3.0247, -0.7509, 4.3569], [0.3176, -2.0707, -3.2180], [-0.5748, -1.8933, -3.5405], [0.8257, -1.3183, -3.2668], [-3.2993, 0.2720, -3.8339], [1.4253, -2.4751, -1.7179], [-3.8883, 0.3812, -4.5012], [3.3545, -2.7696, 1.2060], [4.3241, -2.9445, 1.4706], [2.7494, -2.9272, 1.9411], [-3.3283, -1.1315, 1.0151], [-2.9628, -0.6128, 1.7833], [-2.5531, -1.4775, 0.5505], [-0.6989, 4.8699, 1.1145], [-3.4151, 0.7288, -2.9398], [-0.9603, 5.7580, 1.2511], [2.9353, -2.4259, 3.8912], [3.8546, -2.2959, 4.2026], [2.2665, -1.9074, 4.3187], [-1.5778, 4.1334, -2.4857], [-2.1855, 3.5837, -1.9553], [-1.9514, 5.1226, -2.4102], [-0.0932, 0.0885, -1.3408], [-5.1406, -2.2052, -0.2435]]}



Name the most stable of them. b.